Below is a structure of composition C23H13AlCl5N4O3, with properties calculated with ωB97M-V/def2-TZVPD.

Properties
- E_HOMO (eV) = -11.9
- orbital gap (eV) = 7.55
- ΔE to the lowest compared entry with this formula, charge and spin (kcal/mol) = 0.7
- LUMO (eV) = -4.4
- energy (a.u.) = -3872.154474

Geometry as ORCA input:
```
! wB97M-V def2-TZVPD RIJCOSX def2/J DEFGRID3
* xyz 1 1
Al 1.23 0.64 -0.65
Cl 2.97 0.93 1.36
C 3.20 2.25 0.22
C 2.36 2.18 -0.87
C 2.46 3.18 -1.82
Cl 1.41 3.12 -3.19
C 3.39 4.21 -1.68
Cl 3.51 5.43 -2.87
C 4.23 4.23 -0.56
Cl 5.37 5.49 -0.37
C 4.14 3.24 0.42
Cl 5.14 3.25 1.80
C -1.73 -1.80 2.83
O -1.76 -1.38 1.46
C -0.91 -1.90 0.56
C 0.29 -2.60 1.03
C 1.24 -3.19 0.30
C -0.07 -3.74 -1.84
C -0.43 -2.22 -1.91
C -1.21 -1.70 -0.74
N -2.41 -1.03 -1.11
C -3.03 0.03 -0.65
C -2.66 1.07 0.24
C -3.73 1.83 0.77
C -3.51 2.84 1.67
C -2.20 3.13 2.05
C -1.13 2.45 1.52
C -1.34 1.42 0.60
O -0.33 0.79 0.04
H -2.63 -1.39 3.27
H -0.86 -1.39 3.34
H -1.75 -2.88 2.90
H 0.43 -2.62 2.10
H 2.07 -3.64 0.82
H 0.10 -4.14 -2.84
H -0.89 -1.89 -2.84
H -2.93 -1.52 -1.82
H -4.04 0.12 -1.05
H -4.74 1.59 0.46
H -4.34 3.40 2.08
H -2.01 3.93 2.76
H -0.11 2.70 1.79
O 1.56 -0.89 -1.29
N 1.04 -1.99 -1.92
C 1.28 -3.28 -1.20
C 2.49 -3.97 -1.66
N 3.42 -4.52 -2.03
C -0.95 -4.59 -1.07
N -1.66 -5.21 -0.42
*
```

---

Below is a cluster of 3 separate species, C18H35BO8S in total in a non-equilibrium geometry, with properties calculated with ωB97M-V/def2-TZVPD.

Properties
- E_HOMO (eV) = -8.6
- orbital gap (eV) = 9.05
- LUMO (eV) = 0.4
- energy (a.u.) = -1731.771507

Geometry as ORCA input:
```
! wB97M-V def2-TZVPD RIJCOSX def2/J DEFGRID3
* xyz 0 1
C 6.12 3.77 0.96
C 5.95 3.05 -0.17
C 4.85 3.29 -1.23
C 4.99 2.17 -2.28
C 3.79 1.24 -2.52
C 3.54 3.34 -0.48
C 2.37 3.92 -1.30
B 0.99 3.76 -0.51
O 0.35 4.80 0.09
C 0.34 2.33 -0.43
C 0.79 1.57 0.86
C 2.62 5.39 -1.77
S 4.32 5.85 -1.55
O 4.50 6.27 -0.18
O 4.65 6.87 -2.50
O 5.16 4.58 -1.93
H 6.22 3.28 1.93
H 6.18 4.86 0.98
H 6.67 2.27 -0.38
H 5.20 2.66 -3.23
H 5.86 1.55 -2.08
H 3.36 0.81 -1.62
H 4.15 0.40 -3.11
H 3.03 1.71 -3.15
H 3.62 3.93 0.43
H 3.22 2.35 -0.15
H 2.22 3.36 -2.23
H 0.94 5.51 0.36
H -0.75 2.36 -0.53
H 0.69 1.75 -1.29
H 1.31 0.66 0.57
H -0.08 1.27 1.44
H 1.48 2.20 1.43
H 2.43 5.44 -2.84
H 1.98 6.12 -1.29
C -2.05 -3.83 1.11
C -1.25 -2.62 1.54
O -0.32 -2.21 0.53
C -0.65 -1.39 -0.48
C -2.11 -1.11 -0.76
O 0.21 -0.95 -1.19
H -2.66 -3.61 0.24
H -2.71 -4.16 1.91
H -1.38 -4.65 0.84
H -1.89 -1.78 1.83
H -0.64 -2.86 2.40
H -2.48 -1.84 -1.48
H -2.18 -0.12 -1.20
H -2.74 -1.12 0.12
C -6.84 -7.42 2.47
C -6.06 -6.20 2.89
O -5.14 -5.78 1.87
C -5.49 -4.97 0.85
C -6.95 -4.69 0.58
O -4.62 -4.53 0.14
H -7.46 -7.23 1.60
H -7.48 -7.76 3.29
H -6.16 -8.23 2.21
H -6.71 -5.37 3.18
H -5.44 -6.43 3.75
H -7.32 -5.43 -0.13
H -7.03 -3.71 0.13
H -7.57 -4.70 1.47
*
```

---

Below is the molecule C6H3ClF3NO2 in a non-equilibrium geometry, with properties calculated with ωB97M-V/def2-TZVPD.

Properties
- E_HOMO (eV) = -9.2
- orbital gap (eV) = 8.63
- ΔE to the lowest compared entry with this formula, charge and spin (kcal/mol) = 18.1
- LUMO (eV) = -0.6
- energy (a.u.) = -1195.397174

Geometry as ORCA input:
```
! wB97M-V def2-TZVPD RIJCOSX def2/J DEFGRID3
* xyz 0 1
O 2.57 -1.12 0.07
C 1.43 -1.10 0.36
N 0.38 -1.77 0.54
C -0.91 -1.39 0.58
C -1.35 -0.11 0.33
C -0.35 0.70 -0.39
C 0.86 1.01 0.20
O 1.84 1.63 -0.44
Cl 1.14 0.78 1.99
C -2.83 0.16 0.27
F -3.49 -0.70 -0.53
F -3.43 0.15 1.47
F -3.17 1.36 -0.26
H -1.52 -2.20 1.02
H -0.56 0.90 -1.48
H 2.63 1.87 0.01
*
```

---

Below is a structure of composition C24H43FeN2P3S in a non-equilibrium geometry, with properties calculated with ωB97M-V/def2-TZVPD.

Properties
- <S²> = 8.79
- E_HOMO (alpha / beta) (eV) = -16.6 / -16.6
- orbital gap (alpha / beta) (eV) = 8.38 / 6.01
- ΔE to the lowest compared entry with this formula, charge and spin (kcal/mol) = 18.2
- LUMO (alpha / beta) (eV) = -8.2 / -10.6
- energy (a.u.) = -3734.770176

Geometry as ORCA input:
```
! wB97M-V def2-TZVPD RIJCOSX def2/J DEFGRID3
* xyz 3 6
Fe -0.31 0.34 -0.14
P -2.49 0.47 0.97
P 0.13 -1.60 1.60
P -1.52 -2.46 -1.95
H 2.36 2.45 -4.73
C 1.41 1.91 -4.94
C 0.23 2.36 -4.50
H 0.20 3.27 -3.91
C -2.74 2.22 1.43
C -3.06 -0.39 2.48
C -3.93 0.19 -0.13
C 1.72 -2.35 1.08
C 0.45 -1.20 3.35
C -0.89 -3.11 1.86
C -1.84 -2.00 -3.67
C -2.95 -3.30 -1.25
C -0.09 -3.55 -1.79
H 1.52 1.08 -5.65
H -0.71 2.00 -4.90
H -2.12 2.87 0.79
H -2.45 2.38 2.48
H -3.79 2.49 1.30
H -2.30 -0.39 3.27
H -3.34 -1.43 2.27
H -3.95 0.13 2.86
H -3.92 0.92 -0.94
H -4.85 0.31 0.46
H -3.90 -0.82 -0.54
H 2.03 -3.14 1.77
H 2.49 -1.57 1.07
H 1.63 -2.75 0.07
H 0.79 -2.10 3.89
H -0.46 -0.84 3.83
H 1.20 -0.42 3.47
H -0.33 -3.85 2.45
H -1.20 -3.58 0.92
H -1.81 -2.86 2.40
H -2.32 -2.84 -4.19
H -0.89 -1.73 -4.15
H -2.49 -1.11 -3.67
H -2.97 -4.34 -1.59
H -3.87 -2.79 -1.57
H -2.89 -3.27 -0.15
H -0.19 -4.38 -2.51
H -0.03 -3.98 -0.77
H 0.84 -3.01 -2.00
C 0.82 1.00 -2.19
C 1.51 -0.14 -2.69
C 2.90 -0.10 -2.76
C 3.60 1.08 -2.46
C 2.94 2.23 -2.01
C 1.55 2.22 -1.95
S -0.92 1.12 -2.27
H -1.38 -1.12 -1.33
H 0.92 -0.96 -3.12
H 3.49 -0.98 -3.07
H 4.70 1.10 -2.63
H 3.50 3.14 -1.70
H 0.95 3.13 -1.80
N 3.21 1.69 1.54
C 2.36 0.93 0.83
N 1.09 1.16 1.21
C 1.14 2.10 2.27
C 0.25 2.34 3.32
C 0.74 2.91 4.51
C 2.08 3.30 4.64
C 2.98 3.07 3.59
C 2.49 2.46 2.44
H 4.21 1.75 1.33
H 2.74 0.23 0.07
H -0.79 2.02 3.24
H 0.04 3.05 5.35
H 2.44 3.74 5.57
H 4.04 3.30 3.63
*
```

---

Below is a cluster of 12 separate species, C4H34N2O11 in total in a non-equilibrium geometry, with properties calculated with ωB97M-V/def2-TZVPD.

Properties
- E_HOMO (eV) = -8.8
- orbital gap (eV) = 9.14
- ΔE to the lowest compared entry with this formula, charge and spin (kcal/mol) = 30.6
- LUMO (eV) = 0.3
- energy (a.u.) = -1109.918100

Geometry as ORCA input:
```
! wB97M-V def2-TZVPD RIJCOSX def2/J DEFGRID3
* xyz 0 1
C -2.65 0.94 1.93
N -2.02 -0.19 1.20
C -0.85 0.35 0.45
C -0.30 -0.52 -0.62
N -1.20 -0.83 -1.76
C -1.44 -2.20 -2.15
H -1.95 1.43 2.62
H -3.47 0.45 2.48
H -3.04 1.75 1.29
H -2.62 -0.46 0.42
H -0.99 1.39 0.14
H -0.01 0.68 1.16
H 0.67 -0.14 -1.08
H 0.12 -1.43 -0.11
H -2.12 -0.39 -1.55
H -2.45 -2.38 -2.53
H -0.72 -2.61 -2.88
H -1.35 -2.91 -1.25
O 2.23 0.04 1.45
H 1.61 0.17 2.18
H 2.09 0.81 0.88
O -1.10 -3.27 1.56
H -1.87 -3.59 2.05
H -1.46 -2.42 1.28
O 2.82 1.82 -2.10
H 2.46 1.48 -2.95
H 3.18 1.00 -1.68
O 1.34 -2.49 2.53
H 1.36 -2.93 3.39
H 0.50 -2.80 2.11
O -1.15 2.98 -1.52
H -0.72 3.81 -1.31
H -0.65 2.65 -2.31
O -0.42 1.40 -3.49
H -1.23 1.44 -4.00
H -0.34 0.57 -3.01
O 3.69 -2.43 1.09
H 3.82 -1.51 1.33
H 2.96 -2.66 1.69
O 0.18 0.81 3.21
H -0.08 1.23 4.04
H -0.59 0.25 3.05
O -3.26 1.24 -1.48
H -4.00 1.79 -1.18
H -2.52 1.89 -1.51
O 2.45 2.86 0.35
H 2.24 2.67 -0.57
H 3.18 3.46 0.46
O 3.09 -0.90 -1.52
H 3.82 -1.49 -1.28
H 2.81 -0.84 -0.51
*
```

---

Below is a structure of composition C52H73N6OP2ScSi, with properties calculated with ωB97M-V/def2-TZVPD.

Properties
- E_HOMO (eV) = -12.1
- orbital gap (eV) = 6.99
- ΔE to the lowest compared entry with this formula, charge and spin (kcal/mol) = 40.4
- LUMO (eV) = -5.1
- energy (a.u.) = -4161.678238

Geometry as ORCA input:
```
! wB97M-V def2-TZVPD RIJCOSX def2/J DEFGRID3
* xyz 2 1
Sc -0.60 -0.49 -0.02
C -3.53 -4.57 -2.24
C -3.55 -3.51 -1.18
C -3.24 -3.81 0.15
C -3.25 -2.84 1.13
C -3.60 -1.53 0.81
C -3.95 -1.22 -0.50
C -3.90 -2.20 -1.49
H -3.14 -5.51 -1.86
H -2.93 -4.26 -3.09
H -4.54 -4.75 -2.61
H -3.00 -4.84 0.40
H -3.03 -3.10 2.16
H -3.70 -0.79 1.59
H -4.33 -0.24 -0.75
H -4.18 -1.95 -2.51
C -3.38 1.91 -2.36
Si -1.73 1.11 -1.83
C -1.01 0.51 -3.51
C -1.74 0.73 -4.68
C -1.48 0.05 -5.85
C -0.50 -0.93 -5.88
C 0.27 -1.15 -4.74
C 0.06 -0.41 -3.58
P 1.27 -0.44 -2.20
C 2.16 1.11 -2.78
C 3.30 1.60 -1.88
C 3.61 3.07 -2.22
C 3.69 3.30 -3.75
C 3.82 1.98 -4.51
C 2.59 1.08 -4.26
C 2.22 -2.05 -2.42
C 2.79 -2.47 -1.06
C 4.10 -1.76 -0.72
C 5.15 -2.04 -1.79
C 4.64 -1.60 -3.16
C 3.30 -2.26 -3.49
C -0.80 2.57 -0.92
C -0.21 3.59 -1.68
C 0.47 4.64 -1.09
C 0.58 4.70 0.29
C -0.02 3.73 1.07
C -0.72 2.67 0.49
P -1.69 1.52 1.55
C -3.06 2.68 2.08
C -3.73 3.39 0.91
C -4.97 4.18 1.38
C -4.97 4.41 2.89
C -4.94 3.08 3.66
C -4.15 2.00 2.91
C -0.76 1.29 3.18
C -1.07 -0.15 3.64
C -0.26 -0.53 4.88
C -0.53 0.46 6.01
C -0.19 1.87 5.55
C -1.03 2.27 4.33
H -3.20 2.83 -2.92
H -3.99 2.19 -1.50
H -3.97 1.23 -2.97
H -2.54 1.46 -4.68
H -2.05 0.26 -6.74
H -0.31 -1.50 -6.78
H 1.05 -1.90 -4.78
H 1.35 1.84 -2.67
H 4.20 1.01 -2.03
H 3.03 1.53 -0.83
H 4.55 3.34 -1.75
H 2.83 3.70 -1.80
H 4.54 3.93 -3.98
H 2.79 3.81 -4.10
H 4.74 1.47 -4.21
H 3.90 2.17 -5.58
H 2.82 0.07 -4.59
H 1.76 1.43 -4.87
H 1.38 -2.72 -2.65
H 2.96 -3.55 -1.07
H 2.07 -2.26 -0.28
H 4.46 -2.08 0.26
H 3.92 -0.68 -0.66
H 5.37 -3.11 -1.81
H 6.08 -1.52 -1.56
H 5.37 -1.86 -3.93
H 4.52 -0.52 -3.18
H 3.46 -3.34 -3.57
H 2.98 -1.93 -4.48
H -0.29 3.55 -2.76
H 0.89 5.42 -1.71
H 1.12 5.52 0.76
H 0.06 3.79 2.15
H -2.53 3.42 2.69
H -4.05 2.64 0.19
H -3.02 4.05 0.41
H -5.88 3.65 1.11
H -5.00 5.15 0.87
H -5.86 4.98 3.17
H -4.10 5.02 3.16
H -5.96 2.73 3.82
H -4.50 3.25 4.64
H -4.81 1.46 2.23
H -3.75 1.28 3.62
H 0.30 1.36 2.95
H -0.87 -0.85 2.82
H -2.14 -0.23 3.88
H 0.81 -0.52 4.64
H -0.52 -1.55 5.19
H 0.06 0.19 6.88
H -1.59 0.41 6.29
H 0.87 1.93 5.30
H -0.39 2.58 6.36
H -0.77 3.29 4.04
H -2.08 2.26 4.61
N 0.80 -7.16 0.32
C 0.07 -6.09 0.66
N -0.96 -6.26 1.50
N 0.43 -4.93 0.16
C -0.03 -3.75 0.22
N -0.34 -2.62 0.20
H 0.56 -8.08 0.63
H 1.58 -7.05 -0.31
H -1.20 -7.17 1.86
H -1.50 -5.47 1.81
N 3.24 -3.56 3.52
C 3.37 -2.28 3.97
O 3.71 -1.99 5.09
C 2.98 -1.21 2.99
C 3.70 -0.02 2.97
C 3.28 1.00 2.14
C 2.14 0.80 1.37
N 1.44 -0.34 1.38
C 1.86 -1.32 2.18
H 3.56 -4.29 4.15
H 3.22 -3.77 2.54
H 4.57 0.09 3.60
H 3.82 1.93 2.08
H 1.75 1.60 0.75
H 1.27 -2.23 2.19
*
```

---

- Which of these has the highest energy?
  C4H34N2O11

---

- Which of these has the highest energy?
  C4H34N2O11